Entry from the Open Molecules 2025 dataset: a gas-phase ion, C3H8NO2 (charge +1) (the ωB97M-V functional and the def2-TZVPD basis).

Cartesian coordinates (Å):
1 C 2.16 0.53 -0.57
2 C 0.52 -0.95 0.37
3 C -0.62 -0.03 0.67
4 N -1.37 0.60 -0.70
5 O 1.70 -0.61 -0.08
6 O 0.28 -2.15 0.88
7 H 3.18 0.55 -0.95
8 H 1.41 1.28 -0.82
9 H -0.31 0.89 1.25
10 H -1.33 -0.55 1.20
11 H -1.83 -0.15 -1.29
12 H -0.57 0.98 -1.17
13 H -1.98 1.36 -0.32
14 H 1.08 -2.76 0.75

Values from the calculation:
Charge: +1
Energy above the lowest of the compared OMol25 structures with the same formula, charge and spin in kcal per mole: 118.56
Molecular weight in g mol⁻¹: 90.102
Highest occupied orbital energy (spin up / spin down) in eV: -11.84 / -11.32